[1]
Entry from the OMol25 dataset: an isolated molecule of C18H14F2N2O5S (ωB97M-V/def2-TZVPD).

Each line ends with the Mulliken charge.
CARTESIAN COORDINATES (ANGSTROEM)
C: 1.50 0.73 -5.88  -1.10
C: 1.93 1.92 -5.03  -0.29
O: 1.74 1.66 -3.64  -0.36
C: 2.70 0.98 -3.00  0.72
O: 3.72 0.60 -3.53  -0.63
C: 2.34 0.77 -1.60  0.56
S: 0.80 1.40 -1.06  -0.25
C: 1.10 0.81 0.52  0.64
N: 0.23 0.96 1.53  -0.58
C: 0.56 0.44 2.66  0.55
C: -0.41 0.56 3.81  -0.56
O: -1.74 0.34 3.38  -0.27
C: -1.93 -0.81 2.71  0.81
O: -1.07 -1.63 2.53  -0.55
C: -3.34 -0.93 2.24  0.01
C: -3.62 -1.37 0.95  0.28
F: -2.61 -1.64 0.12  -0.26
C: -4.92 -1.50 0.48  -0.73
C: -5.97 -1.19 1.33  -0.26
C: -5.73 -0.76 2.62  -0.67
C: -4.42 -0.63 3.06  0.49
F: -4.20 -0.24 4.32  -0.28
N: 1.73 -0.21 2.87  -0.04
C: 2.72 -0.41 1.89  0.22
O: 3.74 -0.99 2.17  -0.68
C: 2.33 0.16 0.61  0.52
C: 3.04 0.13 -0.61  -0.72
C: 4.38 -0.50 -0.76  -1.35
H: 1.60 0.98 -6.93  0.38
H: 2.13 -0.13 -5.66  0.31
H: 0.46 0.47 -5.66  0.30
H: 1.32 2.80 -5.24  0.31
H: 2.99 2.14 -5.20  0.32
H: -0.15 -0.16 4.60  0.32
H: -0.41 1.57 4.21  0.25
H: -5.09 -1.83 -0.53  0.47
H: -6.99 -1.30 0.98  0.38
H: -6.54 -0.53 3.30  0.47
H: 1.93 -0.64 3.77  0.26
H: 5.08 -0.04 -0.07  0.32
H: 4.31 -1.55 -0.49  0.32
H: 4.74 -0.41 -1.78  0.38

Summary:
SMILES string = CCOC(=O)c1sc2nc(COC(=O)c3c(F)cccc3F)[nH]c(=O)c2c1C
Lowest unoccupied orbital energy = 0.11 eV
Energy above the lowest of the compared OMol25 structures with the same formula, charge and spin = 0.099 eV
Frontier orbital gap = 0.3154 Eh
2S+1 = 1
Largest force on an atom = 0.8 eV Å⁻¹

[2]
Entry from the OMol25 dataset: a structure of composition C18H14F5IMnN2S at a distorted geometry (ωB97M-V/def2-TZVPD).

Each line ends with the Löwdin spin population.
CARTESIAN COORDINATES (ANGSTROEM)
C: -2.23 -4.68 2.03  0.00
C: -3.64 -4.10 1.88  0.00
H: -1.96 -5.30 1.18  0.00
H: -2.15 -5.30 2.93  0.00
H: -1.48 -3.88 2.12  0.00
H: -3.67 -3.35 1.08  0.00
H: -4.36 -4.88 1.63  0.00
H: -3.97 -3.62 2.80  0.00
C: 2.75 -0.47 -1.42  0.01
C: 3.75 -0.24 -2.36  0.00
C: 3.56 0.77 -3.30  0.01
C: 2.39 1.52 -3.26  0.00
H: 2.83 -1.25 -0.66  0.00
H: 4.64 -0.85 -2.36  0.00
H: 4.32 0.98 -4.05  0.00
H: 2.23 2.31 -3.98  0.00
N: 1.62 0.24 -1.38  0.05
C: 1.43 1.24 -2.29  0.01
C: 0.16 1.97 -2.17  0.01
N: -0.68 1.57 -1.17  0.03
C: -1.86 2.20 -1.01  0.02
C: -1.42 3.67 -2.85  0.01
C: -2.26 3.25 -1.82  0.00
H: -2.48 1.84 -0.20  0.00
H: -3.22 3.72 -1.65  0.00
C: -0.20 3.02 -3.02  0.00
H: 0.47 3.33 -3.81  0.00
H: -1.70 4.49 -3.51  0.00
Mn: 0.00 0.00 0.00  4.63
I: 0.98 -1.96 1.37  0.07
F: 1.68 -0.63 6.77  0.00
C: 1.49 -0.11 5.54  0.00
C: 2.55 -0.07 4.62  0.00
F: 3.76 -0.56 4.97  0.00
C: 2.36 0.49 3.35  0.01
F: 3.39 0.54 2.47  0.00
C: 1.10 1.00 2.99  0.02
S: 0.83 1.77 1.40  0.09
C: 0.04 0.96 3.91  0.01
F: -1.17 1.47 3.59  0.00
C: 0.24 0.41 5.18  0.00
F: -0.79 0.39 6.08  0.00

Summary:
Lowest unoccupied orbital energy (spin up / spin down) = -1.33 / -1.48 eV
Energy above the lowest of the compared OMol25 structures with the same formula, charge and spin = 0.000 eV
Frontier orbital gap (spin up / spin down) = 0.2208 / 0.2375 Eh
2S+1 = 6
Largest force on an atom = 2.0 eV Å⁻¹

[3]
Entry from the OMol25 dataset: an isolated molecule of C18H14N4OS at a distorted geometry (ωB97M-V/def2-TZVPD).

Each line ends with the Mulliken charge.
CARTESIAN COORDINATES (ANGSTROEM)
O: -1.39 1.94 2.31  -0.67
C: -1.76 0.88 1.83  0.61
C: -1.54 -0.42 2.61  -0.65
S: 0.22 -0.88 2.43  -0.11
C: 0.19 -1.60 0.85  0.15
N: -0.87 -2.03 0.22  0.08
N: -0.46 -2.56 -0.95  -0.89
C: 0.83 -2.47 -1.00  -0.11
N: 1.32 -1.86 0.12  0.15
C: 2.67 -1.59 0.43  0.36
C: 3.62 -2.58 0.21  -0.43
C: 4.95 -2.33 0.50  -0.58
C: 5.33 -1.10 1.00  -0.44
C: 4.38 -0.11 1.21  -0.70
C: 3.05 -0.35 0.92  -0.24
C: -2.36 0.76 0.52  0.46
C: -2.99 -0.32 -0.05  -0.92
N: -3.37 -0.02 -1.31  0.08
C: -3.00 1.26 -1.61  -0.41
C: -3.17 2.00 -2.78  -0.88
C: -2.69 3.29 -2.78  -0.46
C: -2.06 3.84 -1.66  -0.63
C: -1.89 3.11 -0.50  -0.38
C: -2.37 1.80 -0.47  0.80
H: -2.13 -1.25 2.27  0.37
H: -1.67 -0.24 3.68  0.50
H: 1.44 -2.80 -1.81  0.46
H: 3.31 -3.55 -0.16  0.47
H: 5.68 -3.10 0.34  0.37
H: 6.37 -0.91 1.23  0.38
H: 4.67 0.85 1.59  0.38
H: 2.31 0.42 1.07  0.58
H: -3.21 -1.29 0.36  0.42
H: -3.82 -0.67 -1.95  0.22
H: -3.65 1.57 -3.65  0.38
H: -2.81 3.90 -3.67  0.38
H: -1.71 4.86 -1.71  0.40
H: -1.41 3.53 0.36  0.52

Summary:
SMILES string = O=C(CSc1nncn1-c1ccccc1)c1c[nH]c2ccccc12
Lowest unoccupied orbital energy = 0.63 eV
Energy above the lowest of the compared OMol25 structures with the same formula, charge and spin = 0.760 eV
Frontier orbital gap = 0.3171 Eh
2S+1 = 1
Largest force on an atom = 1.2 eV Å⁻¹